# C44H40AlN4O4P

A structure of composition C44H40AlN4O4P (wB97M-V/def2-TZVPD, the Open Molecules 2025 dataset).

- maximum force (eV/Å) = 3.4
- E_tot (a.u.) = -2804.61939
- frontier orbital gap (eV) = 7.94
- ΔE to the lowest compared entry with this formula, charge and spin (kcal per mole) = 22.4

Last column: Mulliken charge in e.
Geometry (Å):
Al 13.71 13.84 8.90  -0.966
C 12.00 12.26 13.75  -1.530
C 12.40 13.07 12.48  0.727
C 13.05 14.42 12.70  0.992
C 12.91 15.07 13.95  -0.790
C 13.39 16.32 14.25  -1.172
C 14.07 17.03 13.19  -0.284
C 14.46 16.29 12.05  0.781
C 15.14 17.03 10.88  -0.743
C 16.65 17.06 11.12  -1.276
C 14.00 14.96 11.84  -1.317
N 14.52 14.23 10.77  1.263
C 15.82 13.90 10.72  0.088
C 16.35 13.38 9.51  -0.087
C 17.67 13.00 9.08  -0.928
C 17.64 12.81 7.70  -0.709
C 16.34 13.13 7.29  -0.255
N 15.54 13.44 8.36  0.441
H 12.08 11.16 13.64  0.373
H 10.92 12.43 14.03  0.321
H 12.60 12.49 14.61  0.417
H 11.49 13.18 11.85  -0.078
H 13.08 12.45 11.88  0.082
H 12.35 14.49 14.68  0.432
H 13.24 16.89 15.18  0.373
H 14.35 18.12 13.26  0.405
H 14.74 18.04 10.79  0.584
H 14.85 16.60 9.92  0.059
H 16.83 17.30 12.18  0.309
H 17.19 17.76 10.44  0.377
H 17.03 16.13 10.85  0.291
H 16.50 13.93 11.59  0.484
H 18.51 12.81 9.75  0.451
H 18.43 12.47 7.01  0.383
H 15.97 13.07 6.25  0.484
O 13.20 12.49 6.94  -0.607
C 12.58 11.92 7.87  0.352
O 12.82 12.32 9.12  0.285
C 11.56 10.80 7.61  -0.845
P 11.91 9.10 8.34  -0.263
C 10.29 8.27 8.01  0.304
C 9.87 7.30 8.94  -0.263
C 8.65 6.67 8.77  -0.298
C 7.71 7.04 7.83  -0.497
C 8.04 8.08 7.02  -0.614
C 9.39 8.48 6.92  -0.141
C 13.06 8.39 7.18  0.755
C 13.38 8.83 5.90  -0.319
C 14.14 8.04 5.07  -0.416
C 14.61 6.81 5.45  -0.625
C 14.26 6.34 6.69  -0.429
C 13.52 7.13 7.61  -0.639
H 11.38 10.83 6.55  0.545
H 10.61 11.18 8.07  0.421
H 10.49 7.12 9.85  0.323
H 8.52 5.72 9.40  0.248
H 6.80 6.55 7.67  0.447
H 7.33 8.60 6.38  0.357
H 9.80 9.00 6.04  0.344
H 12.93 9.74 5.56  0.341
H 14.38 8.49 4.10  0.325
H 15.11 6.19 4.70  0.354
H 14.58 5.39 7.02  0.426
H 13.21 6.73 8.56  0.368
O 13.09 15.46 8.40  -0.615
C 11.88 15.68 8.83  -0.204
N 11.20 16.78 8.49  0.244
C 9.83 16.69 8.98  3.018
C 10.02 15.40 9.87  -0.804
O 9.19 15.06 10.71  -0.711
N 11.26 14.90 9.75  0.406
C 8.80 16.41 7.93  -0.761
C 8.22 17.47 7.28  0.064
C 7.25 17.29 6.36  -0.821
C 6.77 16.02 6.05  -0.294
C 7.34 14.90 6.65  -0.822
C 8.30 15.12 7.66  -0.120
C 9.51 17.72 10.06  0.144
C 10.53 18.16 10.93  -0.643
C 10.20 18.91 12.05  -0.380
C 8.87 19.11 12.50  -0.741
C 7.91 18.55 11.63  -0.553
C 8.21 17.96 10.44  -0.353
H 11.51 17.47 7.75  0.315
H 8.59 18.44 7.41  0.476
H 6.84 18.17 5.84  0.350
H 6.01 15.88 5.25  0.324
H 6.91 13.86 6.45  0.309
H 8.67 14.29 8.31  0.414
H 11.59 17.92 10.76  0.157
H 11.02 19.33 12.63  0.367
H 8.58 19.72 13.37  0.384
H 6.87 18.80 11.89  0.321
H 7.41 17.34 9.99  0.311